Computed, not measured: a molecular structure, C25H40MnN8O4PS3Se, with the ωB97M-V functional and the def2-TZVPD basis.

Geometry as ORCA input:
```
! RIJCOSX wB97M-V def2-TZVPD def2/J DEFGRID3
* xyz -1 2
Mn -0.53145 -0.55119 -0.84587
N 0.77264 0.64348 -2.06625
C 1.96757 0.87703 -1.23867
C 1.54720 1.38846 0.14135
N 0.16385 0.94947 0.46814
C -0.06847 0.53142 1.87530
C -0.24342 -0.97549 2.00118
N -1.21024 -1.43826 0.98237
H 1.03823 0.25289 -2.96295
H 0.26558 1.50755 -2.27053
H 2.66382 1.57838 -1.70313
H 2.47844 -0.07802 -1.13878
H 1.54234 2.48023 0.15148
H 2.24326 1.04376 0.90675
H -0.38638 1.80488 0.37956
H -0.98051 1.02910 2.21464
H 0.73795 0.87588 2.52586
H -0.55011 -1.24100 3.01610
H 0.69987 -1.48117 1.79111
H -2.16813 -1.20485 1.22131
H -1.15284 -2.44692 0.87025
N -4.29479 4.44784 2.69297
C -3.92265 3.77877 1.52652
C -3.61727 2.41670 1.53961
C -3.24628 1.76776 0.37228
C -3.16028 2.47058 -0.81574
C -3.48261 3.82183 -0.84378
C -3.88338 4.46182 0.30806
S -2.66883 1.75061 -2.34960
O -1.53176 2.50075 -2.84416
O -3.83425 1.69763 -3.19018
N -2.19273 0.27624 -1.85019
C -2.15915 -0.77708 -2.69243
N -2.44234 -0.73308 -4.00275
C -2.35398 -1.88102 -4.65525
C -1.93370 -3.07161 -4.08080
C -1.53216 -2.99641 -2.75758
N -1.66953 -1.88074 -2.05717
H -3.94694 4.01020 3.53318
H -4.02661 5.42275 2.69153
H -3.66884 1.86678 2.47362
H -3.02216 0.71021 0.37995
H -3.39480 4.37559 -1.76989
H -4.11046 5.52194 0.28745
H -2.60644 -1.84399 -5.71200
H -1.86051 -3.98452 -4.65251
H -1.07764 -3.83213 -2.24530
Se -0.02088 4.60010 -0.01722
C -0.72203 5.31931 1.56150
C -1.41121 6.54538 1.58353
C -1.94526 7.02706 2.76686
N -1.86820 6.40065 3.94617
C -1.20915 5.23724 3.93127
C -0.64010 4.66980 2.80563
H -1.52040 7.11422 0.66808
H -2.47301 7.97826 2.76984
H -1.13486 4.72256 4.88709
H -0.12483 3.71978 2.88464
C -2.03095 -5.74629 0.45338
C -0.70863 -5.35940 1.08291
C -0.80632 -5.09729 2.57208
O -0.25991 -4.13681 0.44306
P 1.21405 -4.08040 -0.23834
S 2.61396 -4.78960 0.92370
S 1.41824 -2.19873 -0.88455
O 0.87116 -5.07667 -1.47614
C 1.80904 -5.66624 -2.40524
C 2.95205 -4.73819 -2.78000
C 2.28931 -7.00406 -1.87049
H -2.36631 -6.71165 0.83717
H -1.92354 -5.81781 -0.62947
H -2.79681 -4.99949 0.68016
H 0.03531 -6.13487 0.89681
H -1.50352 -4.27640 2.76303
H 0.17437 -4.83138 2.96462
H -1.17086 -5.98513 3.09315
H 1.19871 -5.84026 -3.29333
H 3.55201 -4.48770 -1.90416
H 2.57796 -3.81499 -3.22071
H 3.59326 -5.24265 -3.50583
H 2.89861 -6.86014 -0.97840
H 2.88312 -7.51374 -2.63353
H 1.43676 -7.63568 -1.61355
*
```

## Properties
E_tot (eV): -185152.6201
E_HOMO (alpha / beta) (eV): -4.0 / -4.0
<S²>: 0.95
Energy relative to the best compared isomer or geometry (same formula, charge and spin) (kJ/mol): 59.53
Frontier orbital gap (alpha / beta) (eV): 6.230 / 6.227